Entry 1:
Below is C4H5NO in the gas phase at a distorted geometry, with properties calculated with ωB97M-V/def2-TZVPD.

Bonds (Å) are listed after each position.
Positions of all 11 atoms, in Å:
1 O 0.69 -1.34 1.04  C5 1.329, C6 1.375
2 N -1.09 0.54 -1.42  C3 1.387, H9 1.008, H11 1.009
3 C -0.37 0.08 -0.32  N2 1.387, C4 1.438, C6 1.373
4 C 0.38 0.83 0.64  C3 1.438, C5 1.363, H10 1.082
5 C 1.04 -0.10 1.38  O1 1.329, C4 1.363, H7 1.077
6 C -0.12 -1.24 -0.07  O1 1.375, C3 1.373, H8 1.076
7 H 1.91 -0.08 2.01  C5 1.077
8 H 0.23 -1.96 -0.79  C6 1.076
9 H -1.41 1.49 -1.43  N2 1.008
10 H 0.51 1.91 0.71  C4 1.082
11 H -1.79 -0.12 -1.75  N2 1.009

Summary:
- Frontier orbital gap: 9.0174 eV
- DFT total energy: -7765.0797 eV
- Energy relative to the best compared isomer or geometry (same formula, charge and spin): 1.447 eV
- SMILES: Nc1ccoc1
- Molar mass: 83.09 g mol⁻¹
- HOMO: -7.92 eV

Entry 2:
Below is 3 unconnected molecules or ions with the total composition C4H5NO at a distorted geometry, with properties calculated with ωB97M-V/def2-TZVPD.

Bonds (Å) are listed after each position.
Positions of all 11 atoms, in Å:
1 O -0.86 -1.98 0.99  C4 1.150
2 N 0.63 1.45 -0.51  C5 1.188
3 C -1.39 0.96 -0.25  H7 1.086, H9 1.087, H11 1.082
4 C -0.43 -1.07 0.42  O1 1.150
5 C 1.33 0.53 -0.26  N2 1.188, C6 1.359
6 C 1.68 -0.73 0.11  C5 1.359, H8 1.087, H10 1.087
7 H -1.60 0.64 -1.27  C3 1.086
8 H 2.11 -0.89 1.10  C6 1.087
9 H -2.04 0.50 0.49  C3 1.087
10 H 1.94 -1.45 -0.66  C6 1.087
11 H -1.38 2.04 -0.14  C3 1.082

Summary:
- Frontier orbital gap: 8.5542 eV
- DFT total energy: -7761.6002 eV
- Energy relative to the best compared isomer or geometry (same formula, charge and spin): 4.926 eV
- Molar mass: 83.09 g mol⁻¹
- HOMO: -8.70 eV